Record 1
ORCA calculation (ωB97M-V/def2-TZVPD) on 2 unconnected molecules or ions with the total composition C2H5NO2 in a non-equilibrium geometry.

Values from the calculation:
LUMO	0.46	eV
SMILES	O=CO.C=N
HOMO level	-10.2	eV
energy relative to the best compared isomer or geometry (same formula, charge and spin)	400.6	kJ/mol
Kohn-Sham gap	10.69	eV
calculated total energy	-7736.5989	eV

```
! wB97M-V def2-TZVPD RIJCOSX def2/J DEFGRID3
* xyz 0 1
O 5.66 2.64 0.72
C 4.51 2.49 0.40
O 3.53 2.11 1.05
H 4.61 2.73 -0.65
H 3.16 1.36 0.65
C -4.35 -2.59 -0.27
N -4.94 -1.39 -0.39
H -3.41 -2.83 -0.82
H -4.45 -3.74 0.12
H -4.31 -0.76 -0.81
*
```

These are the Mulliken partial charges, in e, on atoms 1 to 8: O -0.438; C 0.154; O -0.376; H 0.324; H 0.337; C -0.089; N -0.523; H 0.146



Record 2
ORCA calculation (ωB97M-V/def2-TZVPD) on a molecular structure, C4H4N2 in a non-equilibrium geometry.

Values from the calculation:
LUMO	0.75	eV
HOMO level	-8.8	eV
energy relative to the best compared isomer or geometry (same formula, charge and spin)	711.1	kJ/mol
Kohn-Sham gap	9.59	eV
calculated total energy	-7185.3183	eV

```
! wB97M-V def2-TZVPD RIJCOSX def2/J DEFGRID3
* xyz 0 1
C -1.27 0.27 -0.15
C -1.28 1.56 -0.03
C -1.16 -1.21 -0.09
C 0.11 -1.02 0.37
N 0.20 0.39 0.47
N 1.27 0.93 -0.05
H -1.87 -1.99 -0.20
H 1.11 -1.52 0.57
H 1.46 0.66 -1.04
H 1.43 1.92 0.14
*
```

These are the Mulliken partial charges, in e, on atoms 1 to 8: C 0.214; C -0.425; C -0.305; C -0.360; N 0.224; N -0.596; H 0.398; H 0.353



Record 3
ORCA calculation (ωB97M-V/def2-TZVPD) on 4 unconnected molecules or ions with the total composition C3H17N2O3 in a non-equilibrium geometry.

Values from the calculation:
LUMO (spin up / spin down)	-6.72 / -12.14	eV
HOMO level (spin up / spin down)	-18.4 / -18.4	eV
energy relative to the best compared isomer or geometry (same formula, charge and spin)	113.9	kJ/mol
expectation value of S²	0.75
Kohn-Sham gap (spin up / spin down)	11.71 / 6.29	eV
calculated total energy	-12490.1540	eV

```
! wB97M-V def2-TZVPD RIJCOSX def2/J DEFGRID3
* xyz 2 2
N -0.56 -1.07 0.46
C -0.64 -0.41 -0.92
C 0.21 0.87 -0.84
N -0.04 1.75 0.32
C 0.96 2.82 0.40
H -1.20 -1.88 0.34
H 0.44 -1.26 0.57
H -0.71 -0.44 1.24
H -0.26 -1.10 -1.70
H -1.72 -0.41 -1.15
H 1.23 0.50 -1.09
H 0.15 1.56 -1.75
H -0.95 2.19 0.07
H 0.68 3.55 1.14
H 1.01 3.32 -0.59
H 1.93 2.39 0.66
H -1.57 -3.94 1.61
H -0.32 -4.24 0.98
O -1.15 -3.81 0.75
H 0.50 2.06 -4.13
H 1.52 0.90 -3.62
O 0.98 1.67 -3.40
H -0.21 -0.90 3.70
H -0.27 -2.43 3.76
O -0.03 -1.70 3.17
*
```

These are the Mulliken partial charges, in e, on atoms 1 to 8: N -0.238; C -0.833; C -0.548; N -0.073; C -0.741; H 0.353; H 0.374; H 0.362



Record 4
ORCA calculation (ωB97M-V/def2-TZVPD) on a molecular structure, C36H40BN6PtS3 in a non-equilibrium geometry.

Values from the calculation:
LUMO (spin up / spin down)	-3.73 / -3.74	eV
HOMO level (spin up / spin down)	-10.9 / -10.9	eV
Kohn-Sham gap (spin up / spin down)	7.15 / 7.15	eV
calculated total energy	-83348.2999	eV

```
! wB97M-V def2-TZVPD RIJCOSX def2/J DEFGRID3
* xyz 1 1
Pt 0.18 0.38 -0.13
C 4.63 -2.61 0.09
C 3.86 -1.32 0.07
C 4.33 -0.03 0.09
C 3.21 0.81 0.04
N 2.13 0.03 0.00
N 2.52 -1.27 0.02
B 1.47 -2.40 -0.04
N 0.75 -2.23 -1.41
N 0.41 -0.97 -1.81
C 0.06 -1.03 -3.09
C 0.14 -2.36 -3.52
C 0.60 -3.08 -2.44
C 0.90 -4.54 -2.33
C -0.27 0.16 -3.90
C 0.22 1.42 -3.57
C -0.10 2.53 -4.34
C -0.90 2.39 -5.46
C -1.37 1.13 -5.82
C -1.06 0.03 -5.04
N 0.53 -2.19 1.18
N 0.27 -0.92 1.59
C -0.28 -0.97 2.79
C -0.44 -2.31 3.16
C 0.11 -3.05 2.12
C 0.20 -4.53 1.97
C -0.53 0.25 3.59
C 0.14 1.45 3.32
C -0.06 2.57 4.10
C -0.94 2.52 5.18
C -1.61 1.33 5.47
C -1.39 0.21 4.68
C 3.18 2.29 0.04
C 2.01 3.04 0.01
C 2.05 4.43 0.01
C 3.26 5.09 0.03
C 4.44 4.36 0.06
C 4.40 2.97 0.07
H 5.69 -2.39 0.13
H 4.43 -3.20 -0.80
H 4.36 -3.21 0.96
H 5.36 0.27 0.13
H 1.98 -3.49 0.02
H -0.07 -2.75 -4.51
H 0.68 -5.03 -3.27
H 0.30 -5.01 -1.55
H 1.95 -4.72 -2.08
H 0.90 1.53 -2.73
H 0.30 3.51 -4.07
H -1.15 3.25 -6.07
H -1.98 1.01 -6.70
H -1.43 -0.95 -5.32
H -0.84 -2.70 4.08
H -0.24 -5.02 2.83
H 1.24 -4.86 1.87
H -0.33 -4.86 1.07
H 0.85 1.49 2.50
H 0.47 3.48 3.88
H -1.10 3.39 5.80
H -2.29 1.28 6.30
H -1.91 -0.72 4.92
H 1.05 2.55 0.00
H 1.12 4.99 -0.02
H 3.29 6.17 0.01
H 5.40 4.86 0.07
H 5.33 2.42 0.09
C -4.45 -0.92 1.82
C -4.20 -1.79 0.58
S -2.61 -1.57 -0.27
C -2.99 -0.56 -1.71
C -3.07 0.95 -1.54
S -1.66 1.82 -0.78
C -2.44 2.44 0.74
C -2.86 1.38 1.75
S -4.58 0.85 1.51
H -3.69 -1.09 2.58
H -5.42 -1.21 2.24
H -4.99 -1.64 -0.16
H -4.20 -2.84 0.88
H -3.94 -0.91 -2.12
H -2.21 -0.82 -2.43
H -3.93 1.20 -0.92
H -3.20 1.42 -2.52
H -3.29 3.05 0.42
H -1.69 3.11 1.17
H -2.77 1.77 2.76
H -2.23 0.50 1.65
*
```

These are the Mulliken partial charges, in e, on atoms 1 to 8: Pt 1.716; C -1.488; C 0.562; C -1.373; C -0.347; N -0.080; N 0.640; B -0.565